This record from the OMol25 dataset describes 13 unconnected molecules or ions with the total composition H25O13 at a distorted geometry. The level of theory is wB97M-V/def2-TZVPD.

The geometry in XYZ format:
```
38
Properties=species:S:1:pos:R:3:forces:R:3
O 0.84674 0.64297 -0.29186 -0.8 1.4 -1.1
H 0.27643 -0.11092 -0.42012 0.7 -0.9 0.2
H 0.57264 -2.28884 1.71794 0.6 0.7 0.1
O 3.24203 0.19477 -2.70961 0.2 -0.1 0.1
H 3.63603 0.00098 -1.85420 0.1 -0.4 0.0
H -1.92629 0.64130 2.16296 0.4 -0.2 -0.1
O 0.00230 -2.64513 2.40047 -0.5 -2.5 -1.4
H -0.12760 -1.96853 3.01366 0.0 1.9 1.4
O 0.10115 4.04673 -0.98510 0.3 0.8 0.1
H -0.68724 3.72884 -1.43021 0.1 -0.5 0.1
H 0.23428 3.51196 -0.19545 -0.1 -0.2 -0.1
O 1.84491 -0.64264 1.70026 0.0 -0.1 0.5
H 2.30416 0.82607 1.94900 0.4 0.5 -0.3
H 2.51001 -0.81812 2.37920 -0.3 -0.2 0.2
O 3.53400 -2.09034 0.66878 -1.1 -0.5 0.2
H 4.00361 -1.48663 0.10441 0.2 0.4 -0.2
H 2.63193 -1.57647 0.99401 1.6 -0.2 -0.6
O -2.72386 -2.44685 1.68418 2.3 0.1 -0.9
H -2.35149 -1.93990 0.93747 -1.8 0.7 -0.4
H 1.71968 0.41187 0.04935 -0.5 -0.7 0.7
O -2.06382 0.82204 1.23107 -1.2 0.8 0.3
H -1.32058 0.52273 0.73001 1.0 -0.3 0.1
H 3.30134 2.21795 1.90375 0.7 -0.5 -0.2
O 2.46016 1.82050 2.08053 -1.2 0.4 0.5
H -1.78052 -2.72662 1.82085 -0.8 -0.8 1.4
H 2.83332 1.03962 -2.52697 -0.4 0.4 -0.1
O -2.91629 -0.73815 -0.84368 -0.5 0.8 -0.7
H -3.55788 -0.89377 -1.54593 0.1 -0.9 -0.1
H -3.02355 0.22790 -0.85953 0.5 0.0 0.7
O 0.39738 -3.39290 -2.72825 0.0 -0.4 -0.7
H 0.15458 -3.02851 -1.88380 0.0 0.3 0.5
H 1.15351 -2.88908 -3.04138 0.0 0.1 0.2
O -4.06716 2.46436 -0.18336 0.0 0.0 -0.2
H -3.27643 2.88544 -0.53556 0.0 0.0 -0.1
H -3.71855 1.93024 0.53730 0.2 -0.2 0.2
O -1.00428 1.70874 -2.09731 -0.5 -0.2 -0.1
H -0.28969 1.55594 -2.72334 0.0 0.0 0.0
H -0.63674 1.35709 -1.27327 0.3 0.3 -0.2
```
Forces are in eV/Å.

The relative energy (zero: lowest compared OMol25 entry of this formula, charge and spin) comes out at 58.8 kcal/mol. The highest occupied orbital energy comes out at -6.4 eV. As for the energy: -27024.82417 eV. Its net charge is -1.